[1]
{
  "formula": "C7H13NOS2",
  "method": "ωB97M-V/def2-TZVPD",
  "s_squared": 2.020,
  "relative_energy_kj_mol": 396.1,
  "charge": 0,
  "e_homo_ev": [-7.723, -8.263],
  "energy_ha": -1200.55581,
  "spin_multiplicity": 3,
  "elements": ["C", "C", "C", "C", "C", "C", "C", "N", "O", "S", "S", "H", "H", "H", "H", "H", "H", "H", "H", "H", "H", "H", "H", "H"],
  "positions_angstrom": [[-0.9678, -1.0584, 0.0046], [3.1087, 0.0939, 0.0046], [2.2415, -0.2973, 1.1638], [2.0426, -0.8715, -0.1627], [-2.5285, 0.5983, -0.9707], [-1.5995, 0.7154, 1.4739], [-2.0918, -0.2181, 0.3379], [0.8219, -0.7977, -2.2164], [0.9075, 2.1489, -0.6983], [-0.8202, -2.6053, 0.2134], [0.6468, -0.0911, -0.8933], [2.8611, 1.0617, -0.2916], [4.1008, -0.3158, -0.0844], [2.6290, -0.9581, 1.9967], [1.4903, 0.4920, 1.3710], [2.1659, -1.9786, -0.4012], [-1.8460, 1.3857, -1.2180], [-3.3498, 1.2254, -0.7388], [-2.8922, -0.0243, -1.7436], [-2.4773, 1.4169, 1.8061], [-0.7318, 1.2215, 1.0058], [-1.1294, 0.1881, 2.4315], [-2.8249, -0.8256, 0.6950], [0.2432, -0.5057, -3.0852]],
  "nbo_charge": [-0.210, -0.419, -0.437, -0.438, -0.616, -0.603, -0.370, -1.130, -0.367, 0.162, 1.251, 0.248, 0.232, 0.237, 0.222, 0.283, 0.233, 0.221, 0.223, 0.232, 0.215, 0.227, 0.218, 0.385]
}

[2]
{
  "formula": "C29H63N8RuSSi2",
  "method": "ωB97M-V/def2-TZVPD",
  "s_squared": 8.764,
  "charge": 2,
  "e_homo_ev": [-12.746, -13.414],
  "energy_ha": -2652.45943,
  "spin_multiplicity": 6,
  "elements": ["Ru", "C", "C", "N", "C", "C", "N", "C", "C", "N", "H", "H", "H", "H", "H", "H", "H", "H", "H", "H", "H", "H", "H", "H", "H", "C", "Si", "C", "C", "C", "C", "C", "C", "C", "C", "N", "Si", "C", "C", "C", "H", "H", "H", "H", "H", "H", "H", "H", "H", "H", "H", "H", "H", "H", "H", "H", "H", "H", "H", "H", "H", "H", "C", "C", "N", "C", "C", "C", "C", "N", "H", "H", "H", "H", "H", "H", "H", "H", "H", "H", "H", "H", "H", "H", "C", "N", "C", "C", "S", "N", "C", "C", "H", "H", "H", "H", "H", "H", "H", "H", "H", "H", "H", "H"],
  "positions_angstrom": [[1.1330, 0.1149, 0.4029], [2.4272, 1.5692, 3.1333], [1.9646, 2.6724, 2.1840], [2.2393, 2.3392, 0.7844], [3.6525, 2.4739, 0.3971], [4.1515, 1.2462, -0.3510], [3.6513, 0.0154, 0.2807], [4.2676, -0.2814, 1.5902], [3.2415, -0.7163, 2.6224], [2.0921, 0.2090, 2.6537], [1.9824, 1.7472, 4.1129], [3.5053, 1.6323, 3.2813], [2.4379, 3.6118, 2.4855], [0.8916, 2.8072, 2.2730], [1.6516, 2.9011, 0.1820], [4.2448, 2.6382, 1.2990], [3.8042, 3.3519, -0.2311], [5.2446, 1.2655, -0.3936], [3.7675, 1.2667, -1.3679], [3.8388, -0.7440, -0.3545], [4.7880, 0.6115, 1.9350], [5.0312, -1.0568, 1.5043], [3.7311, -0.7940, 3.5976], [2.8543, -1.7029, 2.3678], [1.3903, -0.2031, 3.2569], [-0.9474, -2.3149, 3.5776], [-2.1718, -2.4203, 2.1700], [-3.0549, -4.0583, 2.3207], [-3.4331, -1.0522, 2.2034], [-1.1891, -2.3081, 0.5631], [0.1248, -2.9642, 0.5139], [0.2024, -4.3363, 0.7971], [1.3912, -5.0172, 0.6491], [2.5118, -4.3147, 0.2291], [2.3781, -2.9632, 0.0134], [1.2340, -2.2710, 0.1529], [-2.0236, -2.0700, -1.1131], [-3.3967, -3.3280, -1.1929], [-0.7933, -2.4183, -2.4637], [-2.7312, -0.3648, -1.3458], [-1.4236, -2.6028, 4.5193], [-0.5436, -1.3110, 3.7083], [-0.1165, -3.0089, 3.4071], [-3.8974, -3.9308, 3.0070], [-2.4072, -4.8305, 2.7423], [-3.4571, -4.4186, 1.3716], [-3.8547, -0.9492, 3.2075], [-4.2629, -1.2830, 1.5278], [-3.0089, -0.0898, 1.9036], [-0.6928, -4.8576, 1.1083], [1.4451, -6.0800, 0.8509], [3.4651, -4.8010, 0.0726], [3.2411, -2.4066, -0.3146], [-3.0302, -4.3440, -1.0212], [-3.8470, -3.3003, -2.1900], [-4.1862, -3.1208, -0.4646], [-0.4683, -3.4639, -2.4559], [0.0898, -1.7841, -2.3616], [-1.2555, -2.2193, -3.4344], [-3.2689, -0.0328, -0.4577], [-3.4388, -0.3822, -2.1806], [-1.9403, 0.3590, -1.5723], [-3.8729, 3.0525, -0.6316], [-2.5487, 3.5390, -0.0642], [-2.2957, 3.0455, 1.2941], [-2.9716, 3.8164, 2.3531], [-2.1639, 5.0198, 2.8159], [-1.4144, 2.0743, 1.5773], [-1.2183, 1.7400, 3.0292], [-0.7163, 1.4081, 0.6867], [-4.0033, 3.4261, -1.6483], [-4.7166, 3.4082, -0.0387], [-3.9099, 1.9656, -0.6571], [-2.5378, 4.6284, -0.0152], [-1.7260, 3.2652, -0.7222], [-3.2142, 3.1619, 3.1856], [-3.9247, 4.1446, 1.9420], [-1.2042, 4.7178, 3.2398], [-2.7131, 5.5697, 3.5804], [-1.9674, 5.7049, 1.9899], [-2.1246, 1.2935, 3.4397], [-0.9780, 2.6180, 3.6291], [-0.4125, 1.0224, 3.1070], [-0.9552, 1.6567, -0.2665], [2.5900, -0.2306, -5.3899], [2.1483, -0.2158, -3.9907], [3.1103, -0.8150, -3.0807], [1.0939, 0.4967, -3.5644], [1.0251, 1.2106, -1.9855], [0.0905, 0.7210, -4.4246], [-0.3258, -0.2556, -5.4384], [-0.8759, 1.7988, -4.2231], [3.6591, -0.0173, -5.4026], [2.0842, 0.5436, -5.9564], [2.4284, -1.1990, -5.8636], [3.3556, -1.8157, -3.4384], [2.6825, -0.8867, -2.0885], [4.0284, -0.2202, -3.0508], [0.2015, -1.1929, -5.3081], [-0.1706, 0.1159, -6.4511], [-1.3914, -0.4427, -5.3005], [-0.4060, 2.6529, -3.7481], [-1.7172, 1.4614, -3.6127], [-1.2483, 2.0960, -5.2019]],
  "lowdin_spin": [3.438, 0.005, 0.005, 0.078, 0.006, 0.005, 0.072, 0.004, 0.003, 0.070, 0.001, 0.001, 0.002, 0.000, 0.000, 0.000, 0.001, 0.002, 0.000, 0.002, 0.000, 0.001, 0.001, 0.000, 0.004, 0.004, 0.069, 0.028, 0.003, 0.599, 0.088, 0.036, 0.002, 0.018, 0.006, 0.086, 0.069, 0.027, -0.002, 0.011, 0.000, 0.000, 0.000, 0.004, 0.000, 0.000, 0.000, 0.000, 0.000, 0.003, 0.000, 0.001, 0.001, 0.000, 0.004, 0.000, 0.000, 0.000, 0.000, 0.000, 0.001, -0.001, 0.001, 0.002, 0.019, 0.002, 0.001, 0.019, 0.002, 0.072, 0.000, 0.000, 0.000, 0.000, 0.000, 0.000, 0.000, 0.000, 0.000, 0.000, 0.000, 0.000, 0.001, 0.001, 0.001, 0.010, 0.001, 0.024, 0.069, 0.010, 0.002, 0.002, 0.000, 0.000, 0.000, 0.000, -0.001, 0.000, 0.000, 0.000, 0.000, 0.001, 0.000, 0.000]
}

[3]
{
  "formula": "C3H13NO3",
  "method": "ωB97M-V/def2-TZVPD",
  "relative_energy_kj_mol": 139.0,
  "charge": 0,
  "e_homo_ev": -9.119,
  "energy_ha": -402.52750,
  "spin_multiplicity": 1,
  "smiles": "NCCCO.O.O",
  "elements": ["C", "C", "C", "O", "N", "H", "H", "H", "H", "H", "H", "H", "H", "H", "H", "H", "O", "H", "H", "O"],
  "positions_angstrom": [[0.7790, 1.6494, 1.7074], [1.5219, 0.5179, 0.9094], [0.4286, -0.5901, 0.8051], [0.9307, -1.8327, 0.3306], [1.5289, 2.9209, 1.8569], [0.5807, 1.1782, 2.6664], [-0.1682, 1.8767, 1.1976], [2.4457, 0.1623, 1.3739], [1.8359, 0.9691, -0.0411], [-0.0517, -0.0409, -0.0293], [-0.2429, -0.7321, 1.6510], [0.1618, -2.4256, 0.3204], [1.8984, 3.0995, 0.9313], [2.2755, 2.7490, 2.5161], [-1.7082, -3.4728, -0.6115], [-1.7348, -4.9006, -0.2783], [-1.1143, -4.1584, -0.3232], [-3.8341, 0.7204, -4.9504], [-2.5909, 1.3809, -5.3965], [-2.9419, 0.9288, -4.6358]],
  "nbo_charge": [-0.215, -0.424, -0.077, -0.720, -0.824, 0.184, 0.182, 0.201, 0.191, 0.156, 0.167, 0.478, 0.347, 0.352, 0.466, 0.474, -0.937, 0.464, 0.464, -0.928]
}

[4]
{
  "formula": "C5H7O4V",
  "method": "ωB97M-V/def2-TZVPD",
  "s_squared": 3.758,
  "relative_energy_kj_mol": 0.0,
  "charge": 1,
  "e_homo_ev": [-13.440, -13.439],
  "energy_ha": -1439.34215,
  "spin_multiplicity": 4,
  "elements": ["O", "C", "O", "O", "V", "C", "C", "H", "H", "O", "C", "C", "H", "H", "H", "H", "H"],
  "positions_angstrom": [[2.0457, -0.5381, 1.4951], [1.1703, -0.7751, 0.6083], [0.4269, 0.4605, 0.4495], [0.8806, -1.7453, -0.0321], [1.4681, 1.2756, 1.8259], [-0.5799, 0.7114, -1.6687], [-0.7112, 0.5148, -0.3620], [0.4100, 0.8380, -2.1088], [-1.4556, 0.7105, -2.3160], [-4.1258, -0.3230, 0.8856], [-2.9440, -0.5407, 0.1430], [-2.0146, 0.6429, 0.3886], [-4.6241, -1.1429, 0.9386], [-3.1654, -0.6247, -0.9336], [-2.4585, -1.4774, 0.4661], [-1.7889, 0.6970, 1.4658], [-2.5233, 1.5742, 0.1105]],
  "nbo_charge": [-0.731, 0.948, -0.662, -0.508, 1.539, -0.359, 0.266, 0.224, 0.243, -0.717, -0.047, -0.482, 0.486, 0.172, 0.175, 0.205, 0.247]
}